w | {
  "formula": "C2H2N2O3S",
  "method": "ωB97M-V with the def2-TZVPD basis set",
  "gap_ha": 0.3560,
  "e_lumo_ev": -0.44,
  "e_homo_ev": -10.13,
  "mol_weight_g_mol": 134.12,
  "species": ["H", "S", "C", "O", "C", "O", "N", "H", "O", "N"],
  "coordinates": [[1.830, 1.706, 1.039], [2.243, 0.565, 0.762], [-1.890, -0.753, 1.121], [0.196, 0.428, -1.048], [1.097, 0.037, -0.439], [1.313, -2.210, -1.447], [1.599, -1.529, -0.484], [-2.929, -0.510, 1.130], [2.311, -1.767, 0.495], [-0.776, -1.000, 0.972]]
}

---

x | {
  "formula": "C2H2N2O3S",
  "method": "ωB97M-V with the def2-TZVPD basis set",
  "gap_ha": 0.2808,
  "e_lumo_ev": -1.59,
  "e_homo_ev": -9.23,
  "mol_weight_g_mol": 134.12,
  "species": ["C", "S", "O", "O", "C", "N", "N", "H", "H", "O"],
  "coordinates": [[0.395, -0.314, -1.355], [-2.052, 1.133, 0.842], [-1.033, 0.698, 1.767], [1.099, 0.347, -2.134], [0.620, -0.541, 0.050], [1.573, 0.033, 0.703], [2.384, 0.664, 1.175], [-0.688, -0.649, -1.470], [0.251, -1.444, 0.408], [-2.548, 0.074, 0.015]]
}

---

y | {
  "formula": "C2H2N2O3S",
  "method": "ωB97M-V with the def2-TZVPD basis set",
  "gap_ha": [0.3158, 0.3158],
  "e_lumo_ev": [-2.14, -2.14],
  "e_homo_ev": [-10.73, -10.73],
  "mol_weight_g_mol": 134.12,
  "species": ["N", "O", "O", "O", "H", "N", "H", "S", "C", "C"],
  "coordinates": [[0.078, -1.204, -0.202], [-0.908, 0.837, 1.115], [-0.870, -1.687, -0.759], [0.905, -1.871, 0.365], [-1.462, 0.130, -1.534], [2.189, 1.488, 0.881], [-0.980, 0.057, 1.653], [-0.574, 1.084, -1.564], [1.365, 0.923, 0.300], [0.258, 0.244, -0.256]]
}

---

The structure with the most favorable energy is x; the runner-up is 1.806 eV above it.

---

w | {
  "formula": "C2H2N2O3S",
  "method": "ωB97M-V with the def2-TZVPD basis set",
  "gap_ha": 0.3345,
  "e_lumo_ev": 0.07,
  "e_homo_ev": -9.03,
  "mol_weight_g_mol": 134.12,
  "species": ["N", "S", "N", "O", "H", "O", "C", "H", "C", "O"],
  "coordinates": [[-0.183, -0.340, -0.441], [0.762, -1.155, 1.954], [0.253, 1.766, -0.691], [-1.270, 0.718, -2.246], [-1.506, 1.765, -2.472], [0.868, 1.276, 0.407], [0.462, -0.020, 0.703], [-0.692, -2.191, 0.213], [-0.428, 0.773, -1.177], [-0.934, -1.443, -0.440]]
}

---

x | {
  "formula": "C2H2N2O3S",
  "method": "ωB97M-V with the def2-TZVPD basis set",
  "gap_ha": [0.2911, 0.2730],
  "e_lumo_ev": [-1.79, -1.98],
  "e_homo_ev": [-9.71, -9.41],
  "mol_weight_g_mol": 134.12,
  "species": ["C", "N", "N", "O", "O", "O", "C", "H", "H", "S"],
  "coordinates": [[-1.198, 0.866, 1.277], [-0.397, 0.295, 0.117], [0.709, 0.466, -0.394], [-0.155, -2.282, 0.140], [-0.753, 1.570, 2.111], [2.716, 0.032, -1.445], [1.529, 0.009, -1.325], [-2.180, 0.578, 1.213], [0.857, -0.259, -2.242], [-1.128, -1.277, 0.550]]
}

---

The structure with the most favorable energy is w; the runner-up is 1.170 eV above it.

---

w | {
  "formula": "C5H4N2S",
  "method": "ωB97M-V with the def2-TZVPD basis set",
  "gap_ha": [0.2415, 0.2414],
  "e_lumo_ev": [-0.65, -0.66],
  "e_homo_ev": [-7.23, -7.23],
  "mol_weight_g_mol": 124.17,
  "species": ["C", "H", "C", "S", "C", "C", "C", "H", "N", "N", "H", "H"],
  "coordinates": [[0.500, -1.696, 0.883], [0.720, -2.631, 1.134], [-1.485, 1.128, -0.473], [-1.833, -0.191, 0.672], [-0.727, -1.302, 1.217], [0.715, 0.972, -0.800], [-0.337, 1.756, -0.832], [2.493, -1.382, 0.422], [1.418, 0.047, -0.504], [1.555, -1.007, 0.305], [-2.497, 1.629, -0.789], [-0.522, 2.678, -1.236]]
}

---

x | {
  "formula": "C5H4N2S",
  "method": "ωB97M-V with the def2-TZVPD basis set",
  "gap_ha": 0.2993,
  "e_lumo_ev": -0.74,
  "e_homo_ev": -8.89,
  "mol_weight_g_mol": 124.17,
  "species": ["N", "H", "N", "H", "C", "C", "H", "C", "S", "C", "C", "H"],
  "coordinates": [[-1.503, -3.450, 0.002], [2.133, 1.208, 0.146], [-1.355, -0.260, -0.756], [-0.669, 1.661, 1.004], [0.001, 1.692, 0.090], [0.854, -0.635, 0.241], [1.709, -1.351, 0.571], [-1.012, -2.368, 0.053], [-0.997, 1.112, -1.256], [-0.544, -1.044, -0.093], [1.101, 0.653, 0.208], [0.283, 2.782, -0.210]]
}

---

The structure with the most favorable energy is x; the runner-up is 4.440 eV above it.

---

w | {
  "formula": "C5H11N",
  "method": "ωB97M-V with the def2-TZVPD basis set",
  "gap_ha": 0.3789,
  "e_lumo_ev": 1.22,
  "e_homo_ev": -9.09,
  "mol_weight_g_mol": 85.15,
  "species": ["C", "N", "C", "H", "C", "H", "H", "H", "H", "H", "H", "C", "C", "H", "H", "H", "H"],
  "coordinates": [[0.714, -2.314, -0.712], [-0.156, -1.154, -0.812], [0.208, -0.025, 0.023], [-0.927, 1.393, -1.091], [-0.178, 2.336, 0.716], [1.233, -2.378, 0.261], [-0.823, -1.578, 1.228], [0.750, 2.398, 1.296], [0.806, 1.705, -1.112], [1.110, -0.155, 0.628], [0.116, -3.223, -0.838], [-0.024, 1.383, -0.470], [-0.938, -0.895, 0.386], [-0.441, 3.349, 0.394], [1.468, -2.283, -1.505], [-0.965, 1.981, 1.392], [-1.954, -0.542, 0.215]]
}

---

x | {
  "formula": "C5H11N",
  "method": "ωB97M-V with the def2-TZVPD basis set",
  "gap_ha": 0.2474,
  "e_lumo_ev": -0.83,
  "e_homo_ev": -7.56,
  "mol_weight_g_mol": 85.15,
  "species": ["C", "H", "C", "H", "H", "N", "C", "C", "H", "H", "H", "H", "C", "H", "H", "H", "H"],
  "coordinates": [[0.070, -1.170, -0.258], [-0.522, 1.692, 1.382], [-0.301, 0.578, 1.707], [0.365, -1.554, -2.414], [0.275, -2.198, -0.055], [1.074, 0.326, 2.031], [-0.808, -0.399, 0.719], [-0.126, 0.448, -2.332], [0.202, 0.490, -3.373], [-0.986, 0.671, 2.519], [1.547, 0.898, 2.668], [1.595, 0.114, 1.193], [0.028, -0.775, -1.668], [1.319, 0.645, -1.104], [-1.342, 0.275, -0.003], [-0.974, 1.095, -2.271], [-1.415, -1.136, 1.259]]
}

---

The structure with the most favorable energy is w; the runner-up is 5.524 eV above it.

---

w | {
  "formula": "C5H11N",
  "method": "ωB97M-V with the def2-TZVPD basis set",
  "gap_ha": 0.3600,
  "e_lumo_ev": 1.19,
  "e_homo_ev": -8.60,
  "mol_weight_g_mol": 85.15,
  "species": ["H", "H", "C", "H", "C", "H", "C", "C", "H", "C", "H", "H", "H", "H", "H", "H", "N"],
  "coordinates": [[2.643, -1.010, 0.478], [-0.798, 1.758, 1.177], [0.723, -0.572, -0.530], [-0.880, 0.543, -1.618], [-0.668, 1.927, 0.103], [0.161, 2.615, -0.017], [-1.384, -1.542, 0.503], [-0.436, 0.560, -0.619], [-1.015, -2.119, 1.353], [2.088, -0.194, -0.002], [-1.562, 2.505, -0.204], [0.775, -1.468, -1.215], [1.952, 0.611, 0.722], [-2.334, -1.065, 0.767], [2.705, 0.179, -0.829], [-1.550, -2.207, -0.356], [-0.420, -0.522, 0.287]]
}

---

x | {
  "formula": "C5H11N",
  "method": "ωB97M-V with the def2-TZVPD basis set",
  "gap_ha": 0.3116,
  "e_lumo_ev": 0.12,
  "e_homo_ev": -8.36,
  "mol_weight_g_mol": 85.15,
  "species": ["C", "H", "C", "H", "H", "C", "H", "H", "H", "N", "H", "H", "C", "H", "C", "H", "H"],
  "coordinates": [[0.019, -0.333, -0.893], [-0.672, 1.141, 2.822], [0.218, 0.354, 0.395], [-0.768, -1.067, -0.607], [0.853, -2.986, -0.723], [-0.862, 1.336, 0.667], [-2.170, 1.954, 2.293], [-0.319, 2.298, 0.648], [-0.467, 0.287, -1.669], [1.143, -1.054, -1.471], [2.540, -2.537, -1.007], [1.681, -1.900, 0.424], [-1.461, 1.153, 2.065], [1.911, -0.394, -1.550], [1.578, -2.167, -0.639], [-2.000, 0.202, 2.125], [-1.660, 1.409, -0.096]]
}

---

y | {
  "formula": "C5H11N",
  "method": "ωB97M-V with the def2-TZVPD basis set",
  "gap_ha": 0.3758,
  "e_lumo_ev": 1.21,
  "e_homo_ev": -9.02,
  "mol_weight_g_mol": 85.15,
  "species": ["C", "C", "C", "H", "C", "H", "H", "H", "H", "H", "N", "H", "H", "H", "H", "C", "H"],
  "coordinates": [[1.223, -0.134, -0.621], [2.405, -0.639, 0.197], [-0.613, 1.223, 0.596], [3.274, -0.824, -0.443], [-2.470, -0.138, -0.319], [0.024, 2.069, 0.351], [1.063, -0.766, -1.501], [-0.291, -0.946, 0.795], [-2.640, -0.438, 0.730], [-1.207, 1.315, 1.505], [-1.191, 0.519, -0.540], [2.703, 0.079, 0.968], [1.434, 0.871, -1.011], [-3.293, 0.515, -0.627], [-2.504, -1.041, -0.937], [-0.072, -0.084, 0.159], [2.154, -1.581, 0.698]]
}

---

The structure with the most favorable energy is y; the runner-up is 0.856 eV above it.